Here is a structure of composition C37H40CaOP2 from the OMol25 dataset. Energies are from the ωB97M-V functional and the def2-TZVPD basis.

Last column: Mulliken charge in e.
Element x y z (Å)
Ca (0.136, -1.406, 2.879)  0.346
C (5.358, -3.183, 2.780)  -0.410
C (5.000, -2.193, 1.961)  -0.426
C (4.600, -2.405, 0.539)  -1.152
C (3.111, -2.810, 0.462)  0.970
C (2.707, -4.104, 1.069)  -0.476
C (3.478, -5.176, 1.286)  -0.412
C (4.956, -5.224, 1.216)  -0.745
C (5.740, -4.574, 2.382)  -0.802
C (-0.170, -2.920, 4.593)  -1.428
H (5.534, -2.951, 3.840)  0.670
H (5.200, -1.150, 2.250)  0.380
H (5.225, -3.138, 0.016)  0.340
H (4.742, -1.487, -0.052)  0.487
H (2.514, -1.958, 0.874)  -1.023
H (2.856, -2.859, -0.618)  0.408
H (1.616, -4.180, 1.247)  0.358
H (3.007, -6.116, 1.592)  0.362
H (5.247, -4.785, 0.260)  0.266
H (5.246, -6.285, 1.166)  0.420
H (5.717, -5.221, 3.275)  0.288
H (6.793, -4.571, 2.063)  0.305
H (0.335, -2.872, 5.581)  0.208
H (-0.002, -3.976, 4.255)  0.239
H (-1.229, -2.963, 4.897)  0.322
P (-1.412, 3.494, -0.872)  0.079
P (-3.616, 1.302, -1.351)  -0.022
C (-1.493, 2.651, -2.473)  -0.635
C (-2.516, 1.791, -2.711)  -0.786
C (-1.217, 5.232, -1.450)  0.286
C (-0.761, 5.585, -2.728)  0.138
C (-0.576, 6.932, -3.067)  -0.605
C (-0.916, 7.942, -2.161)  -0.482
C (-1.457, 7.597, -0.911)  -0.489
C (-1.615, 6.255, -0.558)  -0.433
C (0.283, 2.984, -0.332)  0.584
C (0.425, 1.647, 0.087)  -0.825
C (1.671, 1.168, 0.459)  0.814
C (2.789, 2.006, 0.401)  -0.595
C (2.654, 3.331, -0.024)  -0.540
C (1.394, 3.835, -0.362)  -0.500
C (-5.199, 1.405, -2.330)  0.321
C (-5.620, 2.698, -2.703)  -0.371
C (-6.709, 2.866, -3.559)  -0.538
C (-7.411, 1.754, -4.042)  -0.472
C (-7.021, 0.473, -3.639)  -0.513
C (-5.942, 0.297, -2.761)  -0.350
C (-3.331, -0.508, -1.329)  0.510
C (-3.843, -1.227, -0.231)  -0.543
C (-3.784, -2.616, -0.231)  -0.555
C (-3.190, -3.292, -1.304)  -0.511
C (-2.626, -2.575, -2.360)  -0.669
C (-2.663, -1.180, -2.357)  -0.032
H (-0.679, 2.811, -3.189)  0.606
H (-2.697, 1.341, -3.700)  0.850
H (-0.541, 4.821, -3.469)  0.202
H (-0.161, 7.192, -4.042)  0.383
H (-0.766, 8.993, -2.423)  0.357
H (-1.745, 8.387, -0.209)  0.362
H (-2.037, 5.989, 0.416)  0.364
H (-0.447, 0.982, 0.086)  0.196
H (1.791, 0.117, 0.749)  -0.328
H (3.766, 1.614, 0.674)  0.379
H (3.522, 3.983, -0.101)  0.377
H (1.280, 4.874, -0.670)  0.305
H (-5.072, 3.570, -2.335)  0.394
H (-7.023, 3.869, -3.851)  0.361
H (-8.260, 1.885, -4.716)  0.353
H (-7.566, -0.399, -3.999)  0.369
H (-5.676, -0.709, -2.431)  0.290
H (-4.295, -0.686, 0.603)  0.369
H (-4.210, -3.174, 0.604)  0.431
H (-3.162, -4.379, -1.311)  0.401
H (-2.146, -3.091, -3.189)  0.403
H (-2.181, -0.622, -3.155)  0.340
C (4.394, -3.469, 6.127)  -0.954
C (3.389, -3.500, 5.146)  0.388
O (2.531, -3.430, 4.378)  0.092
H (4.026, -2.828, 6.947)  0.372
H (5.292, -2.984, 5.700)  0.313
H (4.655, -4.496, 6.449)  0.264

Computed properties:
Frontier orbital gap ... 3.093 eV
HOMO energy ... -3.7 eV
Energy ... -78071.92299 eV

Here is a structure of composition C37H40MgN8O2PS2 from the OMol25 dataset. Energies are from the ωB97M-V functional and the def2-TZVPD basis.

Last column: Mulliken charge in e.
Element x y z (Å)
Mg (-0.220, -0.254, -0.397)  3.786
C (0.238, -2.251, 3.722)  -1.386
C (-0.363, -3.485, 3.521)  -0.831
C (-0.965, -3.741, 2.264)  -0.819
C (-0.890, -2.771, 1.306)  0.235
N (-0.349, -1.540, 1.550)  0.642
C (0.203, -1.292, 2.746)  -0.552
C (-1.595, -2.858, -0.004)  1.306
C (-2.167, -4.061, -0.470)  -1.214
C (-3.026, -4.008, -1.569)  -0.738
C (-3.276, -2.821, -2.239)  -1.081
C (-2.602, -1.660, -1.776)  1.049
N (-1.750, -1.731, -0.685)  0.017
C (-2.802, -0.254, -2.297)  -0.081
C (-3.823, 0.137, -3.184)  -1.125
C (-3.898, 1.465, -3.514)  -0.473
C (-2.926, 2.343, -3.011)  -1.124
C (-1.936, 1.844, -2.204)  -0.264
N (-1.847, 0.555, -1.861)  0.379
H (0.621, -1.972, 4.704)  0.500
H (-0.388, -4.264, 4.262)  0.471
H (-1.471, -4.648, 2.080)  0.479
H (0.557, -0.231, 2.914)  0.429
H (-2.149, -4.981, 0.142)  0.356
H (-3.521, -4.949, -1.843)  0.447
H (-4.054, -2.790, -2.965)  0.482
H (-4.644, -0.549, -3.491)  0.332
H (-4.721, 1.857, -4.098)  0.457
H (-3.044, 3.389, -3.175)  0.461
H (-1.226, 2.501, -1.738)  0.465
C (2.571, -1.026, 0.675)  -1.649
N (1.736, 0.199, 0.587)  -0.561
C (2.230, 1.381, -0.062)  -0.624
C (2.151, 1.069, -1.534)  -0.439
N (1.025, 0.650, -2.067)  0.337
C (1.370, 0.431, -3.434)  -0.055
C (0.717, -0.193, -4.526)  -0.312
C (1.395, -0.304, -5.732)  -0.975
C (2.728, 0.135, -5.848)  -0.380
C (3.445, 0.664, -4.799)  -1.186
C (2.712, 0.812, -3.610)  0.623
N (3.161, 1.202, -2.394)  -0.012
C (2.239, -2.054, -0.346)  -0.031
N (1.188, -2.047, -1.094)  0.918
C (1.284, -3.186, -1.879)  -0.371
C (0.475, -3.693, -2.889)  -0.175
C (0.832, -4.893, -3.475)  -1.113
C (2.027, -5.583, -3.119)  -0.808
C (2.844, -4.987, -2.167)  -0.854
C (2.454, -3.849, -1.575)  0.686
N (3.117, -3.024, -0.671)  -0.003
H (2.426, -1.413, 1.677)  0.565
H (3.620, -0.751, 0.607)  0.633
H (1.517, 0.501, 1.536)  -0.654
H (3.260, 1.632, 0.211)  0.435
H (1.531, 2.130, 0.177)  0.169
H (-0.304, -0.516, -4.401)  0.536
H (0.841, -0.769, -6.532)  0.441
H (3.163, 0.084, -6.863)  0.339
H (4.449, 0.951, -4.853)  0.532
H (4.038, 1.628, -2.158)  0.253
H (-0.437, -3.222, -3.243)  0.438
H (0.214, -5.309, -4.188)  0.597
H (2.291, -6.560, -3.534)  0.408
H (3.839, -5.364, -1.902)  0.397
H (4.026, -3.195, -0.278)  0.246
C (-0.293, 2.472, 5.774)  -1.317
C (-1.135, 1.822, 4.697)  1.476
C (-2.426, 1.353, 5.230)  -1.383
O (-1.383, 2.826, 3.662)  -0.288
P (-0.537, 2.799, 2.319)  1.382
S (1.332, 2.445, 2.750)  -0.560
S (-1.442, 1.468, 1.158)  -0.626
O (-0.788, 4.250, 1.747)  -0.300
C (-0.624, 5.637, 2.367)  0.481
C (0.839, 5.994, 2.329)  -1.258
C (-1.152, 5.817, 3.727)  -1.161
H (-0.077, 1.662, 6.474)  0.441
H (-0.870, 3.280, 6.196)  0.316
H (0.632, 2.837, 5.316)  0.291
H (-0.651, 1.010, 4.211)  -0.682
H (-3.012, 2.178, 5.686)  0.306
H (-2.133, 0.606, 6.019)  0.373
H (-3.044, 0.905, 4.397)  0.303
H (-1.162, 6.255, 1.634)  0.227
H (1.338, 5.248, 2.936)  0.274
H (0.953, 6.962, 2.738)  0.465
H (1.228, 6.064, 1.351)  0.317
H (-0.447, 5.321, 4.459)  0.165
H (-2.133, 5.396, 3.885)  0.308
H (-1.153, 6.879, 3.951)  0.494

Computed properties:
Total charge ... +1
Frontier orbital gap ... 6.926 eV
HOMO energy ... -9.8 eV
Energy ... -91441.37651 eV